Here is a molecular structure, C30H52BrCoN3P2S in a non-equilibrium geometry from the OMol25 dataset. Energies are from the ωB97M-V functional and the def2-TZVPD basis.

The geometry in ORCA input format:
```
! RIJCOSX wB97M-V def2-TZVPD def2/J DEFGRID3
* xyz 2 4
N -1.551 -1.795 -8.878
C -0.525 -2.461 -8.341
C -0.019 -2.169 -7.064
C -0.629 -1.162 -6.272
C -1.706 -0.464 -6.868
C -2.120 -0.815 -8.174
C -0.196 -0.908 -4.865
Co 0.233 -0.159 -1.160
P -2.479 -0.367 4.073
C -0.920 -0.186 -3.945
C -1.231 -0.695 -2.591
C -2.489 -0.427 -1.954
C -3.067 -1.360 -1.059
C -2.289 -2.446 -0.629
C -0.893 -2.459 -0.909
C -0.429 -1.799 -2.090
Br -3.066 -3.943 0.083
H 0.747 -1.423 -4.604
H -1.478 0.707 -4.292
H 0.845 -2.714 -6.688
H -2.217 0.355 -6.349
H -0.088 -3.262 -8.930
H -2.950 -0.275 -8.644
H -3.075 0.419 -2.326
H 0.380 -2.189 -2.707
H -4.118 -1.302 -0.722
H -0.209 -3.109 -0.375
P 0.410 1.870 -0.363
C -2.682 -2.180 3.994
C -3.844 -2.695 4.840
H -1.755 -2.558 4.446
H -2.759 -2.487 2.938
H -3.904 -3.784 4.747
H -3.695 -2.486 5.904
H -4.813 -2.276 4.550
C -3.437 0.331 2.709
C -4.442 1.379 3.179
H -3.932 -0.536 2.254
H -2.714 0.762 2.010
H -5.046 1.732 2.342
H -5.119 0.987 3.944
H -3.962 2.256 3.620
C -0.715 -0.122 3.788
C 0.013 0.144 5.118
H -0.623 0.740 3.106
H -0.342 -1.034 3.312
H 0.839 0.852 4.985
H -0.671 0.557 5.870
H 0.437 -0.772 5.562
C 1.656 2.495 0.831
C 1.963 3.980 0.649
H 2.552 1.871 0.714
H 1.268 2.300 1.843
H 2.515 4.180 -0.273
H 1.059 4.598 0.621
H 2.576 4.358 1.473
C -1.150 2.525 0.321
C -2.300 2.510 -0.667
H -0.944 3.542 0.687
H -1.368 1.883 1.192
H -2.021 2.926 -1.645
H -2.653 1.489 -0.827
H -3.147 3.089 -0.272
C 0.821 2.709 -1.936
C 2.065 2.059 -2.542
H 0.912 3.785 -1.739
H -0.061 2.583 -2.587
H 2.003 2.161 -3.633
H 3.005 2.505 -2.188
H 2.123 0.967 -2.355
C 4.768 0.688 -0.198
N 4.543 0.011 1.076
C 5.763 -0.366 1.809
C 3.379 -0.702 1.182
S 2.407 -1.087 -0.210
N 3.033 -1.221 2.390
C 3.446 -0.620 3.678
C 1.901 -2.153 2.402
H 5.772 1.131 -0.154
H 4.011 1.479 -0.348
H 4.701 -0.032 -1.029
H 5.900 0.239 2.713
H 5.783 -1.423 2.069
H 6.616 -0.148 1.158
H 2.611 -0.667 4.395
H 4.295 -1.168 4.125
H 3.713 0.433 3.546
H 1.123 -1.790 1.696
H 2.191 -3.158 2.046
H 1.467 -2.231 3.414
*
```

The calculated total energy is -173488.4208 eV. The value obtained for the frontier orbital gap (spin up / spin down) is 5.62 / 3.93 eV.